(1)
Entry from the Open Molecules 2025 dataset: a 2-piece molecular cluster, CH2Cl2O2 overall in a non-equilibrium geometry (wB97M-V/def2-TZVPD).

Geometry as ORCA input:
```
! RIJCOSX wB97M-V def2-TZVPD def2/J DEFGRID3
* xyz 0 1
Cl -2.058 0.785 -0.338
Cl -0.294 -1.630 0.053
O 1.699 -0.007 -0.619
O 1.214 0.994 0.142
C -0.890 -0.185 0.571
H 1.358 0.188 -1.485
H -1.029 -0.145 1.677
*
```

The frontier orbital gap (alpha / beta) is 10.2 / 8.1 eV. The value obtained for the LUMO energy (alpha / beta) is -0.4 / -0.6 eV. The value obtained for the HOMO energy (alpha / beta) is -10.56 / -8.74 eV.

Here are the natural (NBO) charges for atoms 1 to 4, given in e: 0.02, 0.13, -0.36, -0.21

(2)
Entry from the Open Molecules 2025 dataset: a 2-piece molecular cluster, CH2Cl2O2P overall in a non-equilibrium geometry (wB97M-V/def2-TZVPD).

Geometry as ORCA input:
```
! RIJCOSX wB97M-V def2-TZVPD def2/J DEFGRID3
* xyz -1 1
Cl -2.080 1.263 -0.144
Cl 0.839 1.125 0.953
P -0.784 0.548 -1.509
O 1.052 -1.627 1.016
O -0.084 1.725 -2.038
C 0.213 -0.588 0.462
H -0.691 -0.674 1.134
H 1.536 -1.773 0.126
*
```

The frontier orbital gap is 7.2 eV. The value obtained for the LUMO energy is 3.8 eV. The value obtained for the HOMO energy is -3.40 eV.

Here are the natural (NBO) charges for atoms 1 to 4, given in e: -0.41, -0.26, 1.17, -0.74

(3)
Entry from the Open Molecules 2025 dataset: CH2Cl2O3S as an isolated structure in a non-equilibrium geometry (wB97M-V/def2-TZVPD).

Geometry as ORCA input:
```
! RIJCOSX wB97M-V def2-TZVPD def2/J DEFGRID3
* xyz 0 1
Cl -0.437 0.608 -0.196
Cl -1.978 0.339 -2.605
S 1.553 0.478 2.314
O 0.542 1.477 2.472
O 1.055 0.224 0.159
O 1.261 -0.844 2.773
C -0.810 -0.418 -1.597
H -0.025 -0.656 -2.268
H -1.161 -1.207 -1.050
*
```

The frontier orbital gap is 10.2 eV. The value obtained for the LUMO energy is -0.1 eV. The value obtained for the HOMO energy is -10.29 eV.

Here are the natural (NBO) charges for atoms 1 to 4, given in e: 0.82, 0.04, 1.72, -0.92

(4)
Entry from the Open Molecules 2025 dataset: a 2-piece molecular cluster, CH2Cl2S2 overall in a non-equilibrium geometry (wB97M-V/def2-TZVPD).

Geometry as ORCA input:
```
! RIJCOSX wB97M-V def2-TZVPD def2/J DEFGRID3
* xyz 0 1
Cl 1.734 1.598 2.100
Cl -1.364 -2.043 0.279
S 1.435 -1.193 -0.185
S -0.810 -0.005 -1.698
C -0.146 -1.129 -0.517
H -2.252 -0.031 -1.620
H 1.403 2.802 1.641
*
```

The frontier orbital gap is 8.8 eV. The value obtained for the LUMO energy is -0.6 eV. The SMILES is S=C(S)Cl.Cl. The value obtained for the HOMO energy is -9.39 eV.

Here are the natural (NBO) charges for atoms 1 to 4, given in e: -0.28, 0.06, 0.11, 0.09

(5)
Entry from the Open Molecules 2025 dataset: a 2-piece molecular cluster, CH2Cl2S2 overall in a non-equilibrium geometry (wB97M-V/def2-TZVPD).

Geometry as ORCA input:
```
! RIJCOSX wB97M-V def2-TZVPD def2/J DEFGRID3
* xyz 0 1
Cl -1.621 1.958 -0.797
Cl -2.280 2.082 1.936
S -0.734 -0.198 0.974
S 2.220 -1.578 -0.394
C -1.497 1.126 0.679
H 2.323 -0.862 -1.416
H 1.589 -2.528 -0.982
*
```

The frontier orbital gap is 8.6 eV. The value obtained for the LUMO energy is -0.7 eV. The SMILES is S=C(Cl)Cl.S. The value obtained for the HOMO energy is -9.31 eV.

Here are the natural (NBO) charges for atoms 1 to 4, given in e: 0.09, 0.03, 0.22, -0.25

(6)
Entry from the Open Molecules 2025 dataset: a 2-piece molecular cluster, CH2Cl3N3 overall in a non-equilibrium geometry (wB97M-V/def2-TZVPD).

Geometry as ORCA input:
```
! RIJCOSX wB97M-V def2-TZVPD def2/J DEFGRID3
* xyz 0 3
Cl 0.564 2.890 -0.604
Cl 2.614 -1.165 -1.106
Cl -2.197 2.587 -0.152
N -0.646 2.169 0.338
N 1.205 -0.845 -0.283
N -0.618 -2.251 0.327
C 0.413 -1.693 0.078
H -0.479 1.084 0.177
H -0.855 -2.777 1.225
*
```

The frontier orbital gap (alpha / beta) is 6.3 / 5.8 eV. The value obtained for the LUMO energy (alpha / beta) is 0.2 / -3.7 eV. Its expectation value of S² is 2.02. The value obtained for the HOMO energy (alpha / beta) is -6.06 / -9.49 eV.

Here are the natural (NBO) charges for atoms 1 to 4, given in e: 0.12, 0.18, 0.14, -0.66

(7)
Entry from the Open Molecules 2025 dataset: a 2-piece molecular cluster, CH2Cl3N4 overall in a non-equilibrium geometry (wB97M-V/def2-TZVPD).

Geometry as ORCA input:
```
! RIJCOSX wB97M-V def2-TZVPD def2/J DEFGRID3
* xyz 1 1
Cl -0.501 3.526 1.457
Cl 3.437 -1.457 0.421
Cl 2.469 1.573 -2.298
N -0.875 0.871 0.845
N 2.615 -0.124 -0.363
N 2.993 0.228 -1.506
N 1.742 0.503 0.497
C -0.721 1.954 1.216
H 0.869 0.895 0.157
H 1.684 0.086 1.372
*
```

The frontier orbital gap is 9.5 eV. The value obtained for the LUMO energy is -6.0 eV. The value obtained for the HOMO energy is -15.55 eV.

Here are the natural (NBO) charges for atoms 1 to 4, given in e: 0.23, 0.33, 0.33, -0.37

(8)
Entry from the Open Molecules 2025 dataset: CH2Cl4O2P2 as an isolated structure in a non-equilibrium geometry (wB97M-V/def2-TZVPD).

Geometry as ORCA input:
```
! RIJCOSX wB97M-V def2-TZVPD def2/J DEFGRID3
* xyz 0 1
Cl -3.005 -0.009 0.850
Cl 0.742 -2.250 -1.807
Cl -0.350 -1.809 1.225
Cl -2.067 2.180 -1.275
P 0.609 -0.937 -0.303
P -1.425 0.968 0.115
O -0.690 -0.172 -0.850
O -0.528 1.675 1.009
C 1.914 0.027 0.047
H 1.806 0.599 0.965
H 2.994 -0.271 0.025
*
```

The frontier orbital gap is 8.7 eV. The value obtained for the LUMO energy is 0.1 eV. The value obtained for the HOMO energy is -8.59 eV.

Here are the natural (NBO) charges for atoms 1 to 4, given in e: -0.20, -0.18, -0.26, -0.20

(9)
Entry from the Open Molecules 2025 dataset: a 2-piece molecular cluster, CH2Cl4OP2 overall in a non-equilibrium geometry (wB97M-V/def2-TZVPD).

Geometry as ORCA input:
```
! RIJCOSX wB97M-V def2-TZVPD def2/J DEFGRID3
* xyz 0 1
Cl 1.196 -0.866 3.166
Cl -2.600 0.503 -2.326
Cl 0.452 -2.451 0.497
Cl 0.473 -0.163 -2.307
P 1.262 -0.706 1.145
P -1.129 -0.226 -1.117
O 2.640 -0.583 0.685
C -0.841 1.217 -0.141
H 0.023 1.845 -0.305
H -1.476 1.430 0.702
*
```

The frontier orbital gap (alpha / beta) is 6.5 / 7.9 eV. The value obtained for the LUMO energy (alpha / beta) is -2.8 / -1.8 eV. The value obtained for the HOMO energy (alpha / beta) is -9.35 / -9.67 eV.

Here are the natural (NBO) charges for atoms 1 to 4, given in e: -0.25, -0.28, -0.25, -0.26

(10)
Entry from the Open Molecules 2025 dataset: CH2ClF2N3 in the gas phase in a non-equilibrium geometry (wB97M-V/def2-TZVPD).

Geometry as ORCA input:
```
! RIJCOSX wB97M-V def2-TZVPD def2/J DEFGRID3
* xyz 0 1
Cl -2.618 0.236 0.192
F 2.177 -0.440 0.675
F 1.382 1.615 -0.119
N -0.975 0.678 0.255
N -0.456 -1.453 -0.101
N 1.339 0.263 -0.302
C -0.029 -0.253 -0.028
H -0.986 1.582 -0.200
H 0.166 -2.230 -0.372
*
```

The frontier orbital gap is 10.2 eV. The value obtained for the LUMO energy is 0.3 eV. The SMILES is [H]/N=C(/NCl)N(F)F. The value obtained for the HOMO energy is -9.94 eV.

Here are the natural (NBO) charges for atoms 1 to 4, given in e: 0.17, -0.23, -0.20, -0.61

(11)
Entry from the Open Molecules 2025 dataset: a 2-piece molecular cluster, CH2ClFP2 overall in a non-equilibrium geometry (wB97M-V/def2-TZVPD).

Geometry as ORCA input:
```
! RIJCOSX wB97M-V def2-TZVPD def2/J DEFGRID3
* xyz 0 1
Cl 2.194 0.759 0.116
P -0.191 -1.154 -0.799
P -1.111 0.770 -0.334
F -1.818 0.583 1.043
C 0.617 0.245 -0.125
H 0.428 -0.499 2.178
H -0.119 -0.705 -2.078
*
```

The frontier orbital gap (alpha / beta) is 8.0 / 8.5 eV. The value obtained for the LUMO energy (alpha / beta) is -0.6 / -1.2 eV. The value obtained for the HOMO energy (alpha / beta) is -8.59 / -9.72 eV.

Here are the natural (NBO) charges for atoms 1 to 4, given in e: 0.11, 0.30, 0.95, -0.57

(12)
Entry from the Open Molecules 2025 dataset: CH2ClFS in the gas phase in a non-equilibrium geometry (wB97M-V/def2-TZVPD).

Geometry as ORCA input:
```
! RIJCOSX wB97M-V def2-TZVPD def2/J DEFGRID3
* xyz 0 1
Cl 2.050 -0.016 -0.375
S -0.753 1.171 0.590
F 0.207 -1.178 0.990
C 0.265 -0.284 0.019
H -1.730 1.174 -0.347
H -0.038 -0.866 -0.877
*
```

The frontier orbital gap is 10.8 eV. The value obtained for the LUMO energy is 0.6 eV. The SMILES is F[C@@H](S)Cl. The value obtained for the HOMO energy is -10.17 eV.

Here are the natural (NBO) charges for atoms 1 to 4, given in e: -0.08, -0.02, -0.33, 0.09